Density functional theory data (ωB97M-V/def2-TZVPD) for the ion C5H9ClN3O with charge +1.

The relative energy (zero: lowest compared OMol25 entry of this formula, charge and spin) comes out at 273.80 kJ/mol. For the total energy, the calculation gives -895.19590 Ha. Its net charge is +1. The calculation puts the HOMO energy (alpha / beta) at -12.468 / -12.468 eV. For the HOMO-LUMO gap (alpha / beta), the calculation gives 6.0 / 6.0 eV.

Each line ends with the Mulliken charge.
Geometry (Å):
C -1.695 0.321 -0.056  -0.75
C -0.390 0.487 -0.382  1.03
C 1.780 -0.388 0.337  0.66
C -2.236 -0.964 0.621  -0.47
C -0.107 1.716 -1.280  -1.58
N 0.507 -0.351 0.101  -0.20
N 2.523 0.730 0.414  -0.33
N -1.017 -1.717 1.005  -0.10
O 2.352 -1.486 0.708  -0.47
Cl -0.967 -3.243 0.548  0.10
H -2.297 1.170 -0.333  0.42
H -2.795 -0.842 1.561  0.36
H -2.906 -1.371 -0.093  0.38
H -0.379 2.677 -0.896  0.36
H -0.803 1.542 -2.246  0.32
H 0.887 1.747 -1.584  0.52
H 2.435 1.435 -0.308  0.16
H 3.328 0.870 1.052  0.25
H 1.779 -2.331 0.830  0.36